Record 1
Formula: C4H6S2
Source: OMol25
Level of theory: wB97M-V/def2-TZVPD

Last column: Mulliken charge in e.
Geometry (Å):
C -0.611 0.838 0.269  -0.1683
C -0.002 0.211 1.494  -0.4924
C 1.462 -0.018 -0.562  -0.1009
C 0.714 1.119 -0.412  -0.5456
H -1.113 -0.554 -2.278  0.1635
H -1.086 1.707 0.492  0.3721
H -0.747 -0.210 2.347  0.3146
H 0.803 1.066 1.958  0.2769
H 2.518 -0.047 -1.026  0.3185
H 0.751 2.114 -0.944  0.2836
S -1.804 0.057 -0.947  -0.2921
S 1.147 -1.118 0.617  -0.1299

Energy above the lowest of the compared OMol25 structures with the same formula, charge and spin in kcal/mol: 72.2
E_LUMO in eV: 0.41
Structure (SMILES): S[C@@H]1C=CSC1
Molar mass in g/mol: 118.2


Record 2
Formula: C2H2BrN3
Source: OMol25
Level of theory: wB97M-V/def2-TZVPD

Last column: Mulliken charge in e.
Geometry (Å):
C -0.632 1.788 1.144  0.3115
C 0.207 -0.065 -0.038  0.4113
N -0.648 2.931 1.334  -0.3217
N 0.997 0.304 -0.863  -0.3465
N -0.580 0.453 0.865  -0.2082
Br -1.133 -2.429 -0.263  -0.4305
H 1.173 -0.226 -1.714  0.3533
H -1.357 -0.209 0.950  0.2310

Energy above the lowest of the compared OMol25 structures with the same formula, charge and spin in kcal/mol: 48.4
E_LUMO in eV: -2.12
Molar mass in g/mol: 148.0


Question: What is the formula in the second record?
Answer: C2H2BrN3